Molecular formula: C10H10N2O2
Method: DFT, ωB97M-V/def2-TZVPD

XYZ file:
```
24
Properties=species:S:1:pos:R:3:forces:R:3:lowdin_charge:R:1
O -0.630 -1.703 0.556 -0.872 -0.019 -0.219 0.052
C -1.530 -0.987 0.210 -5.372 -1.424 -0.482 -0.406
C -2.970 -1.550 0.242 -0.393 4.589 -1.063 0.027
C -4.038 -0.725 -0.014 0.812 1.099 -1.543 -0.040
N -3.810 0.620 -0.513 -3.182 0.012 0.406 0.067
C -2.640 1.292 -0.230 -1.372 0.636 -0.133 -0.521
O -2.587 2.514 -0.045 0.730 -2.769 -0.579 0.070
N -1.589 0.355 -0.263 5.495 2.909 3.749 0.178
H -3.158 -2.540 0.299 -0.186 -3.064 0.881 0.061
H -5.150 -0.935 -0.038 1.718 -0.327 0.153 0.136
H -4.689 1.206 -0.783 2.451 -1.345 1.133 0.195
H -0.727 0.915 0.261 -2.271 -1.706 -2.443 0.187
C 1.819 0.963 0.707 1.397 -2.274 -1.996 -0.088
C 3.093 1.472 0.390 1.088 -0.059 0.079 -0.102
C 4.074 0.608 -0.207 0.982 1.197 -0.373 -0.094
C 3.652 -0.643 -0.655 5.363 0.486 -1.233 -0.173
C 2.446 -1.144 -0.490 -2.915 -2.517 -0.155 -0.142
C 1.562 -0.379 0.199 -3.856 3.314 5.370 -0.110
H 0.981 1.370 1.310 1.201 0.457 -0.433 0.094
H 3.437 2.484 0.613 -0.332 -0.208 0.249 0.088
H 5.249 0.907 -0.412 -3.486 -0.479 0.688 0.153
H 4.430 -1.296 -1.138 -0.751 0.735 0.402 0.118
H 2.239 -2.179 -0.867 -0.113 1.096 0.581 0.129
H 0.537 -0.624 0.868 3.865 -0.337 -3.041 0.122
```
Positions in Å, forces in eV/Å.

Summary:
* calculated total energy: -17604.022 eV
* SMILES string: O=c1cc[nH]c(=O)[nH]1.c1ccccc1
* relative energy (zero: lowest compared OMol25 entry of this formula, charge and spin): 104.2 kcal/mol
* spin multiplicity: 1
* HOMO level: -0.3210 Ha
* gap between HOMO and LUMO: 9.03 eV

Molecular formula: C10H10N2O2
Method: DFT, ωB97M-V/def2-TZVPD

XYZ file:
```
24
Properties=species:S:1:pos:R:3:forces:R:3:lowdin_charge:R:1
C -1.666 2.185 -0.064 -0.165 -0.037 -0.159 -0.263
C 2.019 -0.346 -0.044 -0.304 -0.266 -0.537 -0.335
C 1.187 0.740 -0.117 -0.837 0.728 0.158 -0.226
C 0.006 -1.147 -0.098 0.036 0.423 -1.332 -0.173
C -1.212 1.021 -0.334 -2.696 -2.248 0.486 -0.021
C -1.116 -2.167 -0.083 0.855 1.785 0.639 -0.316
C -3.142 -0.467 -0.103 4.041 -0.021 1.338 0.167
C -2.547 -1.720 0.373 0.999 -1.335 -0.527 -0.135
C 3.492 -0.456 0.022 1.669 1.032 -0.708 -0.056
C 1.380 2.230 -0.113 0.948 -1.726 -0.516 0.002
N 1.295 -1.485 -0.124 -1.193 -0.306 0.943 0.167
N -0.093 0.254 -0.205 1.034 -1.693 0.860 -0.005
O -2.239 3.200 -0.004 -0.221 0.660 0.214 0.135
O -0.851 -3.326 -0.194 -0.318 -0.607 -0.249 0.110
H -3.576 0.013 0.690 -1.612 1.748 1.204 0.058
H -3.201 -0.153 -1.066 -0.887 0.361 -2.696 0.047
H -3.126 -2.624 0.132 -0.313 0.336 -0.287 0.137
H -2.514 -1.738 1.459 0.119 0.214 0.192 0.127
H 3.701 -1.348 0.633 0.243 0.217 -0.560 0.072
H 3.946 -0.546 -1.072 -0.705 0.108 2.418 0.120
H 3.970 0.430 0.582 -0.652 -1.225 -1.080 0.093
H 0.577 2.609 -0.821 1.731 0.298 0.457 0.097
H 1.202 2.603 0.896 0.037 0.283 -0.110 0.086
H 2.506 2.237 -0.345 -1.810 1.271 -0.150 0.110
```
Positions in Å, forces in eV/Å.

Summary:
* calculated total energy: -17602.056 eV
* relative energy (zero: lowest compared OMol25 entry of this formula, charge and spin): 149.6 kcal/mol
* spin multiplicity: 1
* HOMO level (spin up / spin down): -0.2990 / -0.2991 Ha
* gap between HOMO and LUMO (spin up / spin down): 6.38 / 6.39 eV

Molecular formula: C10H10N2O2
Method: DFT, ωB97M-V/def2-TZVPD

XYZ file:
```
24
Properties=species:S:1:pos:R:3:forces:R:3:lowdin_charge:R:1
C 2.512 -1.833 0.945 -3.547 -1.128 0.828 0.014
O 1.949 -1.595 -0.494 1.570 -2.931 0.682 -0.126
C 0.701 -1.092 -0.465 -0.839 -1.978 -0.585 -0.325
C -0.510 -1.733 -0.821 0.786 -0.192 0.924 0.114
C -1.752 -1.022 -0.347 3.512 1.819 -0.987 -0.063
C -3.112 -1.418 -0.108 4.666 1.029 -1.787 -0.149
N -3.980 -0.588 0.134 -4.537 3.306 1.715 0.056
N -3.771 0.810 0.274 -9.407 -3.666 0.910 0.051
C -2.709 1.256 0.084 11.649 4.257 -0.288 -0.189
C -1.537 0.405 -0.091 -0.870 -1.094 -0.119 -0.100
C -0.274 1.006 0.029 -6.859 0.668 -0.651 -0.010
C 0.701 0.219 -0.134 5.081 2.918 0.068 -0.250
O 1.864 0.991 -0.109 2.673 -2.332 -0.215 -0.076
C 1.980 2.345 -0.343 2.431 3.114 2.057 -0.138
H 1.345 -1.868 1.589 4.104 0.710 -1.302 0.180
H 3.200 -0.979 0.962 -0.509 -0.225 1.065 0.066
H 3.053 -2.854 1.347 -1.373 2.203 -2.222 0.117
H -0.258 -2.701 -1.442 -1.489 1.558 1.752 0.160
H -3.389 -2.377 -0.257 -1.018 -3.196 -0.213 0.085
H -2.241 2.406 0.233 -2.422 -2.490 -0.384 0.177
H -0.069 2.036 -0.059 -0.855 1.015 0.676 0.091
H 1.243 2.882 -0.920 -0.119 -0.479 -1.075 0.078
H 3.075 2.684 -0.599 -1.991 -1.482 -0.532 0.130
H 1.979 3.020 0.592 -0.636 -1.405 -0.317 0.108
```
Positions in Å, forces in eV/Å.

Summary:
* calculated total energy: -17599.084 eV
* SMILES string: COc1cc2cnncc2cc1OC
* relative energy (zero: lowest compared OMol25 entry of this formula, charge and spin): 218.1 kcal/mol
* spin multiplicity: 1
* HOMO level: -0.3262 Ha
* gap between HOMO and LUMO: 9.11 eV

Molecular formula: C10H10N3O2S4Yb
Method: DFT, ωB97M-V/def2-TZVPD

XYZ file:
```
30
Properties=species:S:1:pos:R:3:forces:R:3:mulliken_spin:R:1
Yb -13.931 0.831 -0.609 -1.327 0.700 -0.098 1.002
O -18.278 -2.381 -3.930 0.265 0.125 0.638 0.000
C -17.514 -1.650 -3.359 0.251 0.124 -0.811 0.000
S -15.766 -1.530 -3.787 -0.542 -0.114 0.174 0.000
C -15.433 -0.068 -2.870 0.032 -0.317 -0.054 -0.003
C -16.445 0.439 -2.133 0.207 0.909 1.073 0.002
S -16.400 1.899 -1.040 0.627 -1.392 -0.449 0.003
S -17.944 -0.455 -2.117 -0.312 -0.099 -0.057 0.000
S -13.787 0.498 -3.056 0.540 0.166 -0.843 -0.003
N -13.243 3.010 -0.600 0.379 -0.527 0.778 0.000
C -13.485 3.965 -1.206 -0.372 -0.783 -0.128 -0.002
N -13.803 4.975 -1.911 -2.351 0.884 -1.147 0.000
C -12.721 5.797 -2.453 -1.079 0.006 -0.550 0.000
C -12.285 5.173 -3.781 1.370 -1.179 0.579 0.000
C -13.347 4.239 -4.388 0.078 -0.251 0.400 0.000
C -14.711 4.891 -4.247 -0.401 1.096 -1.495 0.000
C -15.136 4.969 -2.801 1.771 -0.518 0.951 0.000
H -11.971 5.847 -1.687 0.613 0.125 0.081 0.000
H -13.170 6.771 -2.560 0.105 0.538 -0.150 0.000
H -11.312 4.680 -3.549 -0.712 -0.201 -0.447 0.000
H -12.028 5.868 -4.555 -0.006 0.909 -0.117 0.000
H -13.396 3.200 -4.019 0.231 0.507 0.418 0.000
H -13.101 4.104 -5.422 0.028 0.073 -0.704 0.000
H -15.449 4.335 -4.860 0.207 0.178 0.615 0.000
H -14.699 5.909 -4.715 0.177 -0.641 0.380 0.000
H -15.730 4.107 -2.599 0.073 -0.946 0.776 0.000
H -15.736 5.793 -2.466 0.084 0.794 -0.127 0.000
O -12.756 -1.585 2.778 0.136 0.629 -0.595 0.000
C -12.771 -0.981 1.766 -0.142 -0.351 -0.600 0.000
N -12.806 -0.427 0.682 0.070 -0.443 1.509 0.001
```
Positions in Å, forces in eV/Å.

Summary:
* calculated total energy: -93970.073 eV
* spin multiplicity: 2
* HOMO level (spin up / spin down): -0.2911 / -0.2913 Ha
* gap between HOMO and LUMO (spin up / spin down): 7.86 / 7.20 eV

Molecular formula: C10H10NO3
Method: DFT, ωB97M-V/def2-TZVPD

XYZ file:
```
24
Properties=species:S:1:pos:R:3:forces:R:3:lowdin_charge:R:1
C -2.221 0.893 -0.557 -0.784 1.548 -2.832 -0.085
C -0.747 0.995 -0.827 -0.457 0.468 -1.881 -0.310
C -0.052 -0.332 -1.195 -1.928 -1.259 1.052 -0.079
C 0.908 -0.622 -0.058 -0.526 0.304 -1.583 -0.194
C 1.760 -1.673 0.078 0.695 -1.134 1.259 -0.027
C 2.609 -1.575 1.186 -1.528 2.096 -0.549 -0.072
C 2.602 -0.428 2.011 1.155 -2.017 0.232 -0.162
N 1.764 0.567 1.889 -0.191 0.152 -0.500 0.154
C 0.976 0.404 0.838 -2.486 3.586 -0.275 -0.116
C -0.105 1.550 0.425 2.498 0.096 0.126 -0.351
O -0.955 1.878 1.461 -0.518 -0.678 0.814 -0.019
C 0.601 2.879 -0.070 -0.020 0.832 3.146 -0.661
O 0.455 3.884 0.701 -0.338 -0.948 -0.484 -0.067
O 1.248 2.790 -1.087 1.250 -0.060 -2.063 -0.008
H -2.596 0.213 0.122 -0.142 -1.837 1.648 0.050
H -2.857 0.792 -1.470 0.623 -0.091 0.276 0.086
H -2.457 1.848 -0.150 -0.664 0.765 0.294 0.069
H -0.543 1.771 -1.724 -0.671 -1.875 2.116 0.177
H 0.522 -0.110 -2.088 -0.139 -0.839 -0.454 0.110
H -0.913 -1.193 -1.229 2.303 1.762 -0.596 0.159
H 1.714 -2.593 -0.523 0.105 0.568 0.121 0.115
H 3.171 -2.364 1.497 1.859 -2.093 0.561 0.050
H 3.346 -0.429 2.821 -0.440 0.268 -0.137 0.099
H -0.681 2.769 1.737 0.344 0.389 -0.291 0.083
```
Positions in Å, forces in eV/Å.

Summary:
* calculated total energy: -18165.703 eV
* SMILES string: C[C@@H]1Cc2cccnc2[C@@]1(O)C(=O)[O-]
* relative energy (zero: lowest compared OMol25 entry of this formula, charge and spin): 0.0 kcal/mol
* spin multiplicity: 1
* HOMO level: -0.1681 Ha
* charge: -1
* gap between HOMO and LUMO: 7.92 eV

Molecular formula: C10H10O2S4
Method: DFT, ωB97M-V/def2-TZVPD

XYZ file:
```
26
Properties=species:S:1:pos:R:3:forces:R:3:lowdin_charge:R:1
C 2.216 2.029 -0.048 1.595 1.221 1.829 -0.017
C 1.777 0.926 0.925 -0.291 0.448 -1.338 -0.341
O 2.444 -0.270 0.998 -1.114 -0.480 0.564 0.008
C 1.665 -1.135 1.799 -0.582 2.280 -0.379 -0.063
C 0.567 -0.439 2.259 1.179 -0.384 -1.290 -0.086
C 0.627 0.891 1.658 0.183 -1.390 0.873 -0.580
S -0.516 2.195 2.014 -0.476 -0.144 0.124 0.537
S -2.278 1.253 2.719 1.176 0.268 -0.553 0.109
S -3.388 0.844 1.048 -0.350 0.378 0.191 0.077
S -2.832 -0.950 0.328 0.423 -0.550 -0.691 0.520
C -1.672 -0.523 -0.966 -0.305 3.128 -0.216 -0.551
C -1.541 0.845 -1.575 -1.277 -1.097 0.616 -0.092
C -0.480 0.798 -2.424 -2.463 -1.747 1.919 -0.099
O 0.064 -0.520 -2.438 -1.110 0.647 0.574 0.014
C -0.716 -1.270 -1.515 0.168 -0.271 0.006 -0.303
C -0.553 -2.730 -1.158 3.787 1.853 1.244 -0.014
H 3.364 2.286 0.059 -2.259 -0.503 0.031 0.114
H 1.622 2.935 0.318 0.949 -0.995 -0.808 0.077
H 2.068 1.908 -1.129 -0.373 -0.528 0.443 0.062
H 2.016 -2.153 1.879 0.044 0.222 0.096 0.115
H -0.280 -0.832 2.789 0.078 -0.085 0.288 0.075
H -2.373 1.629 -1.481 1.904 -1.041 -0.114 0.114
H -0.484 1.614 -3.108 1.690 -0.212 -1.172 0.111
H -0.981 -3.399 -1.803 -0.938 -1.580 -1.904 0.048
H 0.535 -2.959 -0.985 -0.685 0.053 -0.885 0.104
H -0.872 -2.972 -0.162 -0.954 0.509 0.550 0.059
```
Positions in Å, forces in eV/Å.

Summary:
* calculated total energy: -57965.938 eV
* SMILES string: Cc1occc1SSSSc1ccoc1C
* relative energy (zero: lowest compared OMol25 entry of this formula, charge and spin): 24.0 kcal/mol
* spin multiplicity: 1
* HOMO level: -0.3026 Ha
* gap between HOMO and LUMO: 8.40 eV